No. 1
DFT (ωB97M-V/def2-TZVPD) results for a cluster of 4 separate species, C20H39FN2O8P in total.

* calculated total energy: -52729.293 eV
* F_max: 0.1446 Eh/bohr
* E_HOMO: -12.240 eV
* net charge: +1

Geometry as XYZ:
```
71
C20H39FN2O8P ωB97M-V/def2-TZVPD
O 2.70107 -1.98960 -4.94721
H 4.91312 -0.95368 -3.21141
C -1.06671 0.30066 4.24917
C -0.07386 -5.54010 -2.15204
C -6.24834 2.98489 0.43661
N -0.69615 1.03044 2.98722
H -7.02858 3.59129 -0.02829
C -0.68191 1.38073 6.31261
H 1.28989 -0.84110 -5.85256
H -0.31504 4.77864 1.07731
O 3.76178 -3.48210 -3.70243
C -6.84929 2.19455 1.58152
H -0.07686 -0.12897 4.66592
H -7.64250 1.53706 1.22016
H 1.56838 -1.60899 1.18565
O -0.24362 -2.34722 2.64098
H 3.76447 -4.64673 -2.28345
H -0.51151 -1.77186 0.21307
H 1.81363 5.09414 0.12371
O -1.65908 1.14508 5.24920
H 3.13968 -5.09275 0.07600
H 3.25611 -0.37483 -2.91053
H 1.67777 -0.30995 -4.23127
H -7.26651 2.86983 2.33265
H 3.90686 -1.65513 -1.92011
O -5.25327 3.90751 0.91189
H 3.97588 0.42638 -5.11009
P 0.15326 -1.46258 1.44489
H -0.60143 3.81734 -0.45312
H -6.09861 1.58441 2.08830
C -3.57033 2.14019 1.16318
H -3.57936 1.78217 2.19444
H -2.55893 2.06096 0.76123
C -0.19200 0.35350 1.81626
C -0.71613 2.43384 2.67512
C 2.11750 -0.69413 -5.15500
C 2.44654 -5.34838 -0.72884
H 3.48224 4.06665 1.60693
H 2.65342 1.22845 -5.97473
H -4.19383 1.49594 0.54753
H 0.52565 1.14991 -0.39137
H -1.05724 3.28262 3.34746
H -1.13849 -5.72190 -1.99048
O 1.54345 -4.23326 -0.85024
C 3.22773 -5.55834 -2.00995
C 0.13099 1.31741 0.66003
C 0.01269 3.82125 0.52305
F 1.97577 3.26378 -0.94665
C 3.12000 0.26294 -5.76810
H 2.70047 2.36323 1.31314
C 3.90028 -1.25125 -2.93503
H 1.91670 -6.24732 -0.40495
H 0.18691 2.02234 5.93754
H -0.32058 0.37733 6.74656
O -0.43515 -3.35627 -1.31799
H 3.51360 -0.14505 -6.70231
H 2.57085 -5.79991 -2.84767
C 1.59544 3.98344 0.26596
C 2.50508 3.48683 1.50960
H -1.21188 1.92720 7.16788
C 3.43094 -2.32809 -3.87042
H -5.84442 2.34511 -0.35158
C 0.31729 -4.30866 -1.39018
H 0.10678 -5.37494 -3.21555
O -3.16393 4.45489 1.40040
H 3.94947 -6.36984 -1.89095
C -3.97256 3.58572 1.14199
H 0.44183 -6.44148 -1.82979
H 1.93229 3.52032 2.50959
H -1.74558 -0.57011 3.96353
N -0.21209 2.58556 1.32600
```

No. 2
DFT (ωB97M-V/def2-TZVPD) results for the ion C27H45N2 with charge +1.

* ΔE to the lowest compared entry with this formula, charge and spin: 0.0 kJ/mol
* calculated total energy: -31705.333 eV
* F_max: 0.0177 Eh/bohr
* E_HOMO: -12.114 eV
* structure (SMILES): CCCCCCCCCCCCCCCCn1cc[n+](Cc2ccccc2)c1C
* net charge: +1

Geometry as XYZ:
```
74
C27H45N2 ωB97M-V/def2-TZVPD
C -0.71774 3.51565 -2.91444
H -0.88529 -3.19774 -2.30974
N -0.55239 4.25767 -1.81142
H 0.02362 1.92599 -4.93940
H -2.73228 5.40660 0.48971
C -1.40887 2.01819 1.71434
H -0.21265 -5.52388 3.35414
H -2.23795 2.70281 -0.80338
H 1.35864 -2.84101 -3.27307
H 2.08569 2.37165 -1.84676
H 2.03091 -0.60791 -4.03978
H -3.44851 1.68270 1.14186
C 0.62164 3.89611 -1.21536
C 1.23697 -0.52376 0.38780
H -0.35593 -3.90919 4.04362
H -1.81516 2.87875 -4.62528
H -1.86465 4.61559 -4.31953
H -0.73191 -4.00106 1.57308
H -0.44455 -1.87207 0.26567
C -1.86186 3.63302 -3.84593
H 1.15010 -6.38700 5.24121
H 1.21699 1.46616 1.18455
H -0.97856 6.14963 -1.08050
H -0.80410 1.24204 -0.22277
C 1.04844 -0.75743 -3.61696
H -2.30421 5.36047 -1.95405
C 0.27903 -3.94993 1.98660
H 2.28280 -5.26645 3.33445
C 0.61082 -1.91040 0.54134
H -2.45014 -1.29948 -2.11154
C -1.49371 5.19953 -1.24370
C 0.75111 -2.49758 1.94406
H 3.90305 -6.33052 7.78309
H 2.28242 -5.68299 8.04077
C 0.25931 -4.53952 3.39701
C -0.82526 0.92227 0.82287
C -2.77671 2.53433 1.26013
H 2.49257 -7.24015 7.24056
N 0.33782 2.70054 -3.03229
H -1.46227 0.03990 0.88184
H 0.59447 0.25097 2.29154
C 1.64822 -4.69177 4.01338
C -1.09433 0.10503 -2.97386
H -2.80630 3.51416 -3.31562
H -1.79432 0.92460 -2.89346
C 2.97452 -5.53929 5.99918
H 1.17372 -0.22970 -0.66493
H -3.19155 3.17518 2.03989
H 0.94498 -4.82998 6.04146
H 0.15955 -1.91631 2.65332
H 0.92594 -4.55900 1.35100
C 1.59215 -5.39596 5.36699
H 3.41776 -4.54860 6.12640
C 2.90987 -6.24162 7.34959
C 0.57441 1.67738 -4.02908
C -0.58987 -2.21627 -2.64499
H -3.76775 3.47522 -0.40036
C 0.59735 0.56626 1.24857
H -1.21493 4.57810 0.79230
C 0.16585 0.30943 -3.52202
C 0.66839 -2.01681 -3.18594
H 0.97402 4.35475 -0.31549
H 3.62147 -6.10650 5.32599
C -2.03970 4.66861 0.08624
H 1.10425 -2.58018 -0.16715
C -2.74435 3.31644 -0.05578
H 1.79663 -2.44122 2.25001
H -1.51613 1.61782 2.72352
C 1.17639 2.92089 -1.97608
H 2.10559 -3.70929 4.14522
C -1.46841 -1.15203 -2.53427
H 2.29533 -0.59267 0.64920
H -0.69596 2.84343 1.77868
H 1.64029 1.67833 -4.26779
```

No. 3
DFT (ωB97M-V/def2-TZVPD) results for an isolated molecule of C4H7NO2.

* ΔE to the lowest compared entry with this formula, charge and spin: 273.2 kJ/mol
* calculated total energy: -9844.448 eV
* F_max: 0.0088 Eh/bohr
* E_HOMO: -9.165 eV
* structure (SMILES): C=CONC(C)=O
* net charge: 0

Geometry as XYZ:
```
14
C4H7NO2 ωB97M-V/def2-TZVPD
O -0.61295 -1.02749 -1.31748
H -0.34775 1.77552 0.00580
H -2.69126 1.11351 -0.16948
H -3.00549 -0.60360 -0.53689
H 1.06658 -0.82387 1.42447
H 3.04548 0.10925 -0.77079
C -0.93928 -0.10608 -0.60728
C 2.13136 0.03107 -0.19237
H 2.83626 -1.35525 1.18223
H -2.32006 -0.13062 1.03474
O 1.19745 0.85564 -0.76871
C -2.32875 0.08908 -0.03724
C 1.99368 -0.75090 0.86878
N -0.02527 0.82375 -0.11579
```